No. 1
The following is a DFT calculation (the ωB97M-V functional and the def2-TZVPD basis) of a 2-piece molecular cluster, C5H13NO overall in a non-equilibrium geometry.

Structure (XYZ):
```
20
Properties=species:S:1:pos:R:3:forces:R:3:lowdin_charge:R:1
C 1.850598 -0.264020 -0.799223 -0.007 0.382 -0.281 -0.110
C 1.341757 -0.518457 0.608410 -1.062 -0.268 -0.609 -0.169
C 0.906907 -1.975133 0.716163 0.405 -0.074 0.575 -0.549
N 0.069967 -2.277727 1.748618 -0.412 -0.320 0.634 0.148
O 1.274362 -2.841107 -0.049467 0.059 0.102 -0.137 0.054
H 1.250656 -0.702058 -1.590099 -0.393 -0.176 0.188 0.072
H 2.821007 -0.719239 -0.922017 0.393 -0.050 0.036 0.073
H 1.924913 0.792666 -1.035812 0.141 0.234 0.180 0.071
H 2.082551 -0.240153 1.329220 0.736 -0.334 0.537 0.107
H 0.490055 0.090327 0.925507 -0.114 0.122 -0.493 0.090
H -0.084090 -3.246211 1.978966 0.082 -0.069 -0.386 0.104
H -0.216967 -1.655224 2.481512 0.243 0.452 -0.226 0.095
C -1.760718 2.451200 -0.535643 0.030 -0.673 0.667 -0.153
C -1.647152 0.923854 -0.775912 -0.283 1.392 -1.602 -0.154
H -2.796665 2.756058 -0.666372 0.103 0.311 -0.459 0.056
H -1.553885 2.742371 0.497499 0.349 -0.154 -0.042 0.056
H -1.049519 2.960451 -1.180019 -0.358 0.377 -0.105 0.059
H -2.432671 0.671273 -1.492123 -0.194 -0.370 0.369 0.066
H -0.753779 0.699695 -1.350732 0.391 -0.170 0.434 0.044
H -1.717325 0.351434 0.111525 -0.108 -0.712 0.719 0.040
```
Positions in Å, forces in eV/Å.

Its net charge is 0. Its spin multiplicity is 1. The energy above the lowest of the compared OMol25 structures with the same formula, charge and spin comes out at 7.30 kcal/mol. Its HOMO energy is -9.84 eV. As for the SMILES: CCC(N)=O.CC.

=====

No. 2
The following is a DFT calculation (the ωB97M-V functional and the def2-TZVPD basis) of a 6-piece molecular cluster, H12O6 overall in a non-equilibrium geometry.

Structure (XYZ):
```
18
Properties=species:S:1:pos:R:3:forces:R:3:lowdin_charge:R:1
O -1.444308 2.418705 0.521648 0.339 -1.946 -0.639 -0.047
H -1.659992 3.249451 0.889676 0.072 1.421 0.202 0.015
H -0.718658 2.432109 -0.132380 -0.324 0.416 0.316 0.011
O 0.669610 0.080050 1.924848 -1.687 1.315 0.706 -0.010
H 0.869461 0.934275 1.535243 -0.324 0.465 0.050 0.045
H 1.343413 -0.436255 1.569290 1.891 -1.813 -0.908 -0.005
O 1.859128 -0.976624 -0.899964 -0.966 -1.521 0.213 -0.104
H 1.129367 -1.631395 -0.605141 1.006 1.000 -0.496 0.042
H 2.327417 -1.471963 -1.597586 -0.261 0.430 0.441 0.062
O 0.525531 1.498510 -1.330893 0.256 0.395 -0.153 -0.057
H 0.908307 0.641281 -1.106380 -0.014 -0.609 0.158 -0.008
H 1.208968 1.843989 -1.917148 -0.237 0.279 -0.002 0.055
O -0.321203 -2.650462 -0.276408 0.715 -0.618 -0.109 -0.056
H -0.479311 -3.180375 0.510745 0.020 0.036 -0.034 0.064
H -1.092975 -2.084485 -0.365489 -0.483 0.626 0.156 0.015
O -1.874841 -0.538972 0.363816 1.580 -3.516 1.970 -0.037
H -2.143004 0.224093 -0.040783 -0.826 3.332 -1.302 -0.022
H -1.106913 -0.351930 0.956901 -0.757 0.306 -0.569 0.036
```
Positions in Å, forces in eV/Å.

Its net charge is 0. Its spin multiplicity is 1. The energy above the lowest of the compared OMol25 structures with the same formula, charge and spin comes out at 14.76 kcal/mol. Its HOMO energy is -11.14 eV. As for the SMILES: O.O.O.O.O.O.

=====

No. 3
The following is a DFT calculation (the ωB97M-V functional and the def2-TZVPD basis) of a 3-piece molecular cluster, C26H54ClFN6O8PS2 overall in a non-equilibrium geometry.

Structure (XYZ):
```
99
Properties=species:S:1:pos:R:3:forces:R:3:lowdin_charge:R:1
C 8.827248 -1.626213 0.760634 0.480 -0.950 -0.255 -0.148
C 7.493325 -2.449931 0.253812 -0.085 0.834 0.069 -0.239
C 6.121280 -1.727603 0.879632 0.293 0.072 -0.372 -0.222
C 5.139077 -2.787549 1.654398 -0.265 -0.661 -1.581 -0.197
C 3.549088 -2.605522 1.143888 2.360 -0.741 0.982 -0.266
C 2.895425 -1.539949 2.184516 0.892 0.112 0.437 -0.172
C 1.352863 -1.009857 1.817141 0.797 -2.864 1.219 -0.419
Cl 0.912516 -2.217056 0.416055 -0.697 2.083 1.417 0.759
C 0.339653 -1.238483 3.142432 0.064 -1.847 0.736 -0.366
N 0.858121 -0.649705 4.409334 0.821 1.607 -1.742 0.064
C 0.329419 -2.886016 3.465154 -0.092 -1.155 0.373 -0.113
C 0.851686 -3.284534 4.984537 0.788 -1.816 -0.425 -0.279
N -0.143456 -3.066896 6.091259 0.643 -0.272 0.428 -0.045
N -1.030902 -0.738879 2.840519 0.336 -1.192 0.718 -0.089
C -2.088619 -0.977070 3.867617 -0.949 0.547 0.919 -0.056
C -2.348056 0.285783 4.938254 -6.131 1.738 4.362 -0.142
O -3.462383 0.398287 5.667775 8.319 -0.883 -5.401 0.026
F -1.340484 1.394807 5.120440 -2.245 -3.186 -0.879 -0.061
C -1.270462 0.365914 1.926853 -1.912 2.532 0.195 -0.204
C -2.711130 0.124503 1.102893 -0.694 -0.683 1.664 -0.121
C -2.959970 -1.439088 0.654459 -0.830 0.610 -1.557 -0.181
C -4.123775 -1.374994 -0.545247 -0.010 -0.169 -0.279 -0.243
C -3.825632 -2.422125 -1.778893 -0.938 0.474 -0.468 -0.137
C -0.088984 0.890079 0.886731 -3.552 -1.029 0.647 -0.291
O -0.515501 0.293072 -0.370015 0.475 1.815 -2.232 -0.112
C -0.776301 1.068984 -1.518264 1.417 5.879 -6.065 -0.163
N -0.780467 1.897102 -2.544627 -0.202 -7.712 9.328 0.219
P -0.306763 2.795390 0.760689 1.232 8.170 -1.863 0.825
O 0.678838 3.540426 -0.216172 -2.693 -3.812 3.171 -0.313
O -0.169422 3.678181 2.297593 0.304 -2.584 -2.103 -0.207
O -1.937557 3.298645 0.267870 2.958 -1.599 2.355 -0.161
N 1.340876 0.464974 1.328355 -0.794 -1.140 -1.885 -0.227
N 1.700205 1.333013 2.333101 -0.045 2.105 3.196 0.087
C 2.274668 0.718545 0.185164 4.189 2.636 -3.107 -0.024
C 3.413218 2.042920 0.543828 2.754 -1.654 -1.867 -0.092
C 4.937164 1.533201 1.175372 -1.316 2.826 0.239 -0.102
O 4.685064 2.086238 -0.358120 -5.453 1.065 3.777 -0.154
H 9.325590 -2.217082 1.665239 -1.094 1.610 -1.796 0.087
H 8.592475 -0.504069 1.027874 0.390 -2.384 -0.411 0.073
H 9.611987 -1.620649 -0.111752 -1.431 0.015 1.763 0.075
H 7.490699 -3.587358 0.540638 0.278 2.268 -0.405 0.100
H 7.503939 -2.402274 -0.926788 -0.354 -0.071 2.442 0.109
H 5.602185 -1.223413 -0.067616 0.716 -1.073 2.232 0.109
H 6.384401 -0.849811 1.614167 -0.297 -1.752 -1.553 0.087
H 5.213731 -2.776162 2.818888 -0.011 0.115 -2.138 0.115
H 5.459527 -3.869729 1.273368 -0.718 2.264 1.014 0.115
H 3.133047 -3.717513 1.224544 0.314 2.771 -0.315 0.118
H 3.675450 -2.235559 0.033450 -0.747 -0.808 2.306 0.101
H 2.946465 -2.059876 3.258969 -0.572 1.164 -2.392 0.126
H 3.670482 -0.651988 2.269479 -1.601 -1.438 -0.403 0.114
H 1.865514 -0.726586 4.592247 -1.083 -0.273 0.068 0.084
H 0.244682 -0.612861 5.220255 0.320 -0.228 -0.583 0.074
H -0.751128 -3.354913 3.317013 2.270 1.123 0.237 0.137
H 1.048998 -3.512615 2.797093 -1.353 1.399 0.827 0.087
H 1.949780 -2.880710 5.223515 -2.437 -0.665 -0.600 0.117
H 1.005559 -4.469798 4.932933 -0.338 2.561 -0.084 0.136
H 0.100805 -2.285476 6.735347 -0.092 -0.963 -0.772 0.072
H -0.254564 -3.930600 6.692623 0.298 1.496 -1.102 0.095
H -3.186260 -1.179783 3.438431 2.617 0.778 0.724 0.149
H -1.926716 -1.892199 4.587706 0.359 1.725 -1.473 0.139
H -1.512188 1.346715 2.568085 0.635 -1.713 -1.080 0.137
H -2.917799 0.910118 0.268390 0.709 -1.597 1.454 0.104
H -3.550721 0.344541 1.926772 1.838 -0.254 -1.785 0.138
H -3.422384 -2.119585 1.490765 1.225 1.477 -1.393 0.112
H -1.999860 -1.948849 0.207980 -1.839 1.122 1.022 0.083
H -4.195337 -0.296716 -1.033015 0.230 -2.178 1.204 0.109
H -5.183561 -1.604400 -0.080531 2.214 0.468 -0.868 0.112
H -4.878857 -2.869894 -2.106522 2.475 0.672 0.671 0.088
H -3.062663 -3.271791 -1.505542 -1.625 1.658 -0.497 0.077
H -3.445618 -1.815640 -2.719877 -0.548 -1.366 1.987 0.084
H 0.795992 3.802252 2.536626 -1.462 -0.190 -0.742 0.085
H -2.382713 3.830568 0.984834 0.738 -0.742 -0.654 0.104
H 2.504400 1.046495 2.918618 -0.419 -0.340 -1.087 0.136
H 0.951866 1.531606 3.027027 0.156 -0.808 -0.702 0.121
H 2.940498 -0.164677 -0.177501 -1.476 1.416 1.210 0.140
H 1.837733 1.216008 -0.774952 -0.091 -1.209 1.975 0.147
H 2.935462 3.125951 0.969193 1.594 -3.304 -1.541 0.181
H 5.984424 1.966157 0.961505 -0.602 -2.027 0.694 0.149
H 4.746033 2.344629 2.033541 0.612 0.133 -1.665 0.071
C -0.534217 1.448536 -6.258308 0.126 -0.106 0.004 -0.286
S -2.298660 1.339433 -5.872704 -0.069 -0.063 -0.432 0.771
O -2.770502 -0.018133 -6.301352 0.241 0.448 0.141 -0.573
C -2.836746 2.524159 -7.129153 0.079 -0.324 -0.033 -0.268
H 0.006269 0.753313 -5.611484 -0.144 0.069 -0.036 0.038
H -0.362428 1.178858 -7.303007 -0.123 -0.001 0.075 0.056
H -0.181489 2.465207 -6.070058 -0.095 -0.064 0.025 0.050
H -2.522438 2.187520 -8.120080 0.093 -0.098 0.126 0.064
H -2.408487 3.505630 -6.912663 -0.087 -0.078 0.070 0.062
H -3.926914 2.591240 -7.098479 0.444 0.040 0.087 -0.015
C -7.426824 3.189373 -5.320260 0.007 0.100 0.079 -0.265
S -6.582987 2.797140 -6.872016 -0.097 0.273 -0.017 0.831
O -5.477539 3.795217 -7.048608 -0.821 -0.093 0.132 -0.563
C -7.943873 3.295478 -7.954341 -0.013 0.095 -0.072 -0.263
H -6.742110 2.989775 -4.492512 -0.012 -0.019 -0.203 0.050
H -7.713477 4.243546 -5.306625 0.069 -0.072 -0.087 0.059
H -8.312352 2.558074 -5.216457 0.099 0.004 -0.068 0.054
H -8.198259 4.343380 -7.777590 0.105 -0.086 0.047 0.060
H -8.812653 2.660943 -7.764221 0.121 -0.002 0.020 0.055
H -7.625537 3.170250 -8.992072 0.058 -0.032 0.198 0.054
```
Positions in Å, forces in eV/Å.

Its net charge is +1. Its spin multiplicity is 1. Its HOMO energy is -9.85 eV.

=====

Number 1: orbital gap 10.7 eV, total energy -8933.694 eV. Number 2: orbital gap 11.7 eV, total energy -12480.474 eV. Number 3: orbital gap 6.4 eV, total energy -99327.982 eV.